1.
{"formula": "C4H8F6FeIN2O3Sb", "method": "wB97M-V/def2-TZVPD", "spin_multiplicity": 6, "homo_lumo_gap_ev": [8.1, 6.3], "max_force_ha_per_bohr": 0.044, "total_charge": 1, "relative_energy_ev": 1.313, "homo_ev": [-12.784, -12.784], "symbols": ["Fe", "N", "C", "C", "O", "O", "H", "H", "H", "H", "F", "Sb", "F", "F", "F", "F", "F", "N", "C", "O", "C", "I", "H", "H", "H", "H"], "coordinates": [[0.216, 0.282, -0.800], [3.184, -0.296, -0.633], [3.318, -0.457, 0.720], [1.817, -1.198, 1.466], [2.011, -1.413, 2.605], [0.969, -1.305, 0.598], [3.517, -1.026, -1.244], [3.139, 0.636, -1.021], [3.348, 0.475, 1.276], [4.033, -1.207, 1.048], [-0.504, 1.686, 0.760], [0.005, 3.419, -0.274], [0.803, 4.104, 1.283], [-1.799, 3.935, -0.131], [1.637, 2.201, -0.498], [-0.507, 2.222, -1.834], [0.756, 4.698, -1.414], [-1.857, -2.688, 0.133], [-2.338, -1.627, -0.499], [-1.599, -0.774, -1.006], [-3.832, -1.489, -0.594], [-4.593, -0.919, 1.349], [-0.860, -2.743, 0.305], [-2.458, -3.383, 0.548], [-4.306, -2.432, -0.853], [-4.101, -0.699, -1.291]]}



2.
{"formula": "C4H13N2O", "method": "wB97M-V/def2-TZVPD", "homo_lumo_gap_ev": 10.6, "max_force_ha_per_bohr": 0.065, "total_charge": 1, "relative_energy_ev": 2.954, "homo_ev": -13.889, "symbols": ["C", "C", "C", "C", "N", "N", "H", "H", "H", "H", "H", "H", "H", "H", "H", "H", "H", "H", "H", "O"], "coordinates": [[2.145, 0.056, -2.168], [0.626, -0.238, -1.961], [0.046, 0.341, -0.699], [0.272, -0.462, 0.362], [-0.415, 0.028, 1.591], [-0.363, 1.669, -0.556], [2.690, -0.740, -1.623], [2.495, 1.108, -1.907], [2.422, -0.089, -3.225], [0.492, -1.293, -1.967], [0.010, 0.053, -2.882], [1.245, -0.989, 0.533], [0.341, 0.107, 2.271], [-0.906, 0.925, 1.387], [-1.209, -0.488, 2.044], [-1.195, 1.846, -1.101], [0.515, 2.194, -0.925], [-2.744, -1.181, 4.312], [-3.427, -1.838, 3.102], [-3.036, -1.009, 3.412]]}



3.
{"formula": "C16H26N4O2S", "method": "wB97M-V/def2-TZVPD", "homo_lumo_gap_ev": 9.8, "max_force_ha_per_bohr": 0.035, "total_charge": 0, "smiles": "CC(C)c1nnc(NC(=O)CCC(=O)NC2CCCCCC2)s1", "relative_energy_ev": 1.163, "homo_ev": -9.294, "symbols": ["C", "C", "C", "C", "N", "N", "C", "N", "C", "O", "C", "C", "C", "O", "N", "C", "C", "C", "C", "C", "C", "C", "S", "H", "H", "H", "H", "H", "H", "H", "H", "H", "H", "H", "H", "H", "H", "H", "H", "H", "H", "H", "H", "H", "H", "H", "H", "H", "H"], "coordinates": [[-5.042, -0.732, -0.988], [-4.593, -0.334, 0.418], [-3.985, -1.528, 1.157], [-3.600, 0.770, 0.348], [-3.734, 1.907, 0.928], [-2.715, 2.741, 0.750], [-1.780, 2.236, 0.018], [-0.621, 2.909, -0.279], [0.372, 2.366, -1.037], [0.253, 1.267, -1.543], [1.619, 3.207, -1.150], [2.420, 3.214, 0.157], [2.978, 1.882, 0.676], [3.610, 1.868, 1.714], [2.760, 0.787, -0.067], [3.173, -0.535, 0.381], [3.304, -1.451, -0.835], [1.986, -1.924, -1.452], [1.266, -2.954, -0.581], [0.280, -2.349, 0.420], [0.759, -1.064, 1.101], [2.238, -1.052, 1.486], [-2.091, 0.617, -0.546], [-4.196, -1.102, -1.565], [-5.472, 0.121, -1.508], [-5.792, -1.517, -0.931], [-5.450, 0.044, 0.983], [-3.123, -1.910, 0.614], [-3.667, -1.237, 2.155], [-4.720, -2.324, 1.245], [-0.528, 3.826, 0.135], [2.230, 2.814, -1.965], [1.340, 4.235, -1.395], [3.279, 3.879, 0.042], [1.817, 3.622, 0.973], [2.168, 0.805, -0.881], [4.165, -0.407, 0.832], [3.885, -2.328, -0.542], [3.884, -0.917, -1.592], [1.322, -1.083, -1.655], [2.225, -2.385, -2.414], [2.013, -3.547, -0.049], [0.710, -3.645, -1.220], [-0.656, -2.122, -0.097], [0.059, -3.102, 1.180], [0.558, -0.216, 0.447], [0.156, -0.916, 2.000], [2.561, -2.048, 1.790], [2.374, -0.386, 2.341]]}



4.
{"formula": "C8H12NO2", "method": "wB97M-V/def2-TZVPD", "homo_lumo_gap_ev": 7.9, "max_force_ha_per_bohr": 0.080, "total_charge": -1, "relative_energy_ev": 1.256, "homo_ev": -4.292, "symbols": ["C", "C", "C", "C", "C", "C", "C", "C", "N", "O", "O", "H", "H", "H", "H", "H", "H", "H", "H", "H", "H", "H", "H"], "coordinates": [[3.762, -1.069, -0.222], [1.282, 2.299, -0.212], [-0.394, 1.643, 1.735], [-1.014, 1.340, 0.431], [0.525, 1.383, 0.633], [3.714, -2.379, -0.264], [-1.833, -0.113, -1.365], [-1.726, 0.022, 0.174], [4.003, 0.084, -0.223], [0.772, 3.344, -0.653], [2.429, 1.954, -0.596], [-0.465, 2.686, 2.083], [-0.237, 0.945, 2.631], [-1.215, 2.343, -0.186], [3.615, -3.073, -1.142], [0.923, 0.365, 0.759], [3.409, -2.899, 0.648], [-0.911, -0.596, -1.813], [-1.839, 0.830, -1.841], [-2.700, -0.708, -1.607], [-1.146, -0.763, 0.490], [-2.735, 0.003, 0.544], [3.328, 0.852, -0.003]]}



5.
{"formula": "C20H26ClN3O3S", "method": "wB97M-V/def2-TZVPD", "homo_lumo_gap_ev": 8.7, "max_force_ha_per_bohr": 0.034, "total_charge": 0, "relative_energy_ev": 1.932, "homo_ev": -8.252, "symbols": ["C", "H", "H", "H", "C", "N", "C", "C", "N", "C", "C", "N", "C", "O", "C", "C", "C", "C", "C", "H", "H", "S", "O", "C", "C", "C", "C", "C", "C", "H", "H", "Cl", "H", "H", "O", "H", "H", "H", "H", "H", "H", "H", "C", "C", "H", "H", "H", "H", "H", "H", "H", "H", "H", "H"], "coordinates": [[5.789, 2.741, -0.771], [5.634, 2.811, 0.303], [6.578, 2.020, -0.965], [6.114, 3.712, -1.134], [4.492, 2.338, -1.482], [3.912, 1.064, -1.107], [4.729, -0.090, -1.425], [3.890, -1.356, -1.248], [3.422, -1.423, 0.119], [2.907, -2.701, 0.543], [1.804, -3.358, -0.316], [0.563, -2.623, -0.363], [-0.430, -2.842, 0.532], [-0.315, -3.582, 1.492], [-1.695, -2.162, 0.211], [-2.920, -2.288, 0.813], [-3.828, -1.547, 0.031], [-3.102, -1.017, -1.000], [-3.500, -0.109, -2.085], [-4.390, -0.457, -2.605], [-2.685, 0.065, -2.782], [-4.004, 1.579, -1.386], [-5.173, 1.324, -0.555], [-2.593, 1.661, -0.241], [-2.811, 1.399, 1.099], [-1.755, 1.451, 1.990], [-0.492, 1.781, 1.521], [-0.271, 2.050, 0.176], [-1.333, 1.990, -0.709], [-1.179, 2.201, -1.756], [0.716, 2.304, -0.172], [0.821, 1.878, 2.636], [-1.908, 1.243, 3.037], [-3.811, 1.159, 1.426], [-1.802, -1.375, -0.893], [-4.877, -1.413, 0.198], [-3.124, -2.853, 1.698], [0.409, -1.964, -1.109], [2.160, -3.509, -1.337], [1.580, -4.329, 0.135], [2.528, -2.588, 1.561], [3.748, -3.402, 0.567], [2.607, -0.269, 0.427], [3.475, 0.978, 0.272], [2.901, 1.873, 0.521], [4.321, 0.897, 0.973], [2.251, -0.352, 1.455], [1.733, -0.177, -0.242], [4.503, -2.236, -1.456], [3.056, -1.322, -1.972], [5.064, -0.012, -2.462], [5.612, -0.167, -0.769], [3.732, 3.103, -1.296], [4.673, 2.302, -2.561]]}



6.
{"formula": "CH3Cl2HgO", "method": "wB97M-V/def2-TZVPD", "homo_lumo_gap_ev": 8.0, "max_force_ha_per_bohr": 0.029, "total_charge": -1, "relative_energy_ev": 0.000, "homo_ev": -5.439, "symbols": ["Hg", "C", "O", "H", "H", "H", "Cl", "Cl"], "coordinates": [[1.475, 0.793, 0.464], [-1.611, -0.548, -0.558], [-0.457, 0.296, -0.598], [-2.020, -0.643, 0.448], [-2.420, -0.180, -1.188], [-1.433, -1.527, -1.003], [3.099, 2.753, 1.234], [3.366, -0.945, 1.202]]}



7.
{"formula": "C3H5N3O", "method": "wB97M-V/def2-TZVPD", "homo_lumo_gap_ev": 8.7, "max_force_ha_per_bohr": 0.061, "total_charge": 0, "smiles": "N=C=CNC(N)=O", "relative_energy_ev": 2.712, "homo_ev": -8.697, "symbols": ["N", "C", "C", "N", "C", "N", "O", "H", "H", "H", "H", "H"], "coordinates": [[-0.514, 0.825, -1.809], [-0.442, -0.402, -1.539], [0.297, -1.171, -0.700], [0.210, -1.115, 0.653], [0.050, 0.072, 1.431], [0.053, 1.228, 0.702], [-0.018, -0.080, 2.644], [-1.300, 1.182, -2.337], [0.896, -1.970, -1.117], [0.528, -1.905, 1.196], [-0.042, 1.355, -0.508], [-0.060, 1.993, 1.368]]}



8.
{"formula": "CH3IN2O3S", "method": "wB97M-V/def2-TZVPD", "homo_lumo_gap_ev": 9.4, "max_force_ha_per_bohr": 0.092, "total_charge": 0, "smiles": "CS(=O)(=O)I.N#[N+][O-]", "relative_energy_ev": 0.260, "homo_ev": -10.118, "symbols": ["C", "S", "O", "O", "I", "H", "H", "H", "N", "N", "O"], "coordinates": [[0.568, -0.339, -1.264], [-0.658, -0.788, -0.142], [-1.326, 0.289, 0.470], [-0.144, -1.811, 0.769], [-2.390, -1.884, -1.454], [0.044, 0.102, -2.170], [1.022, 0.379, -0.573], [1.179, -1.342, -1.331], [1.221, 1.838, 1.006], [0.548, 1.773, 1.872], [-0.066, 1.783, 2.818]]}